1.
{"formula": "C7H20FNOTa", "method": "ωB97M-V/def2-TZVPD", "species": ["C", "C", "C", "C", "C", "C", "C", "O", "Ta", "N", "F", "H", "H", "H", "H", "H", "H", "H", "H", "H", "H", "H", "H", "H", "H", "H", "H", "H", "H", "H", "H"], "xyz": [[3.005, 1.000, -0.126], [2.254, 0.122, 0.861], [2.079, -1.266, 0.263], [0.930, 0.707, 1.350], [-0.073, 1.085, 0.263], [-0.001, 2.564, -0.109], [-1.485, 0.801, 0.729], [-1.839, -0.556, 0.713], [-2.333, -1.412, -1.137], [-3.482, -3.010, -0.231], [-0.588, -2.523, -1.079], [3.185, 1.973, 0.318], [2.415, 1.180, -1.011], [3.940, 0.537, -0.409], [2.908, 0.004, 1.721], [3.057, -1.720, 0.174], [1.616, -1.228, -0.712], [1.461, -1.906, 0.878], [0.486, -0.051, 1.984], [1.152, 1.582, 1.956], [0.164, 0.520, -0.627], [0.968, 2.854, -0.481], [-0.741, 2.757, -0.872], [-0.260, 3.152, 0.767], [-1.541, 1.158, 1.762], [-2.191, 1.409, 0.168], [-1.451, -0.062, -2.044], [-2.612, -2.129, -2.831], [-3.922, -0.465, -1.263], [-2.850, -3.801, -0.140], [-4.251, -3.276, -0.836]], "forces_ev_per_a": [[-0.355, 0.253, 0.429], [0.012, -0.283, -0.273], [0.053, 0.141, 0.202], [0.420, -0.115, -0.277], [0.474, 0.466, 0.121], [-0.273, -0.426, 0.223], [-0.033, -0.139, 0.511], [-0.343, -0.198, -2.406], [1.446, -2.515, 3.426], [0.844, 1.361, -1.414], [-1.705, 0.969, -0.157], [0.298, 0.298, 0.082], [-0.188, -0.094, -0.479], [0.324, -0.044, -0.124], [0.069, 0.039, 0.417], [0.288, -0.282, -0.196], [-0.177, -0.048, -0.349], [-0.184, -0.139, 0.178], [-0.215, -0.121, 0.300], [-0.080, 0.263, 0.308], [-0.267, -0.362, -0.313], [0.393, 0.196, -0.027], [-0.177, 0.202, -0.332], [0.064, 0.326, 0.148], [-0.096, 0.141, 0.284], [-0.213, 0.068, -0.290], [-0.419, 0.065, -0.252], [0.004, 0.511, 0.157], [0.334, -0.133, -0.172], [-0.136, -0.163, 0.038], [-0.159, -0.236, 0.237]], "mulliken_charge": [-1.61, 0.78, -1.64, -1.30, 1.67, -2.15, -1.13, -0.74, 1.22, -0.85, -0.68, 0.37, 0.27, 0.47, 0.36, 0.48, 0.32, 0.38, 0.41, 0.43, 0.05, 0.40, 0.45, 0.41, 0.41, 0.34, -0.06, -0.18, -0.30, 0.22, 0.22], "energy_ev": -15390.9255, "homo_lumo_gap_ev": 8.7, "charge": -1, "homo_ev": -5.33}

---

2.
{"formula": "C3H6BrI", "method": "ωB97M-V/def2-TZVPD", "species": ["C", "C", "C", "Br", "H", "H", "H", "H", "H", "I", "H"], "xyz": [[0.793, 1.543, -0.058], [-0.479, 0.864, 0.546], [-0.370, -0.412, 1.027], [-1.904, -1.474, 1.141], [1.718, 1.299, 0.375], [0.785, 1.301, -1.041], [0.612, 2.583, 0.057], [-1.425, 1.241, 0.251], [0.535, -0.874, 1.445], [0.124, -3.458, -1.247], [-0.389, -2.614, -2.496]], "forces_ev_per_a": [[-2.804, 0.453, 3.246], [3.003, -3.002, -0.104], [-0.164, 2.389, -0.147], [-0.524, -0.243, 0.516], [1.046, -0.598, 0.783], [0.138, -0.645, -3.179], [0.273, 1.201, -0.140], [-0.736, 0.323, -0.189], [-0.387, 0.257, -0.622], [0.244, -0.285, 0.026], [-0.088, 0.151, -0.191]], "mulliken_charge": [-1.09, -0.04, -0.43, -0.14, 0.38, 0.29, 0.32, 0.35, 0.37, -0.10, 0.10], "energy_ev": -81350.0168, "homo_lumo_gap_ev": 9.5, "smiles": "C/C=C/Br.I", "charge": 0, "relative_energy_kcal_mol": 35.9, "homo_ev": -8.93}

---

3.
{"formula": "C19H17FN", "method": "ωB97M-V/def2-TZVPD", "species": ["N", "C", "C", "C", "C", "C", "C", "H", "H", "H", "H", "H", "H", "H", "F", "C", "C", "C", "C", "C", "C", "C", "C", "C", "C", "C", "C", "C", "H", "H", "H", "H", "H", "H", "H", "H", "H", "H"], "xyz": [[-2.370, 0.710, 2.498], [-1.596, -0.419, 2.254], [-2.061, -1.438, 1.419], [-1.293, -2.555, 1.176], [-0.050, -2.686, 1.765], [0.427, -1.687, 2.592], [-0.337, -0.569, 2.840], [-1.970, 1.549, 2.897], [-3.163, 0.936, 1.914], [-3.029, -1.334, 0.961], [-1.661, -3.331, 0.524], [0.551, -3.558, 1.569], [1.400, -1.787, 3.044], [0.031, 0.208, 3.486], [-3.699, 0.655, -2.822], [-2.519, 0.900, -2.196], [-1.369, 0.222, -2.565], [-0.179, 0.475, -1.913], [-0.125, 1.392, -0.893], [-1.272, 2.106, -0.484], [-1.139, 3.041, 0.576], [-2.066, 3.915, 1.205], [-1.590, 4.758, 2.235], [-2.426, 5.632, 2.886], [-3.763, 5.707, 2.548], [-4.264, 4.897, 1.549], [-3.438, 4.021, 0.892], [-2.465, 1.824, -1.180], [-1.431, -0.494, -3.364], [0.711, -0.051, -2.214], [0.811, 1.584, -0.399], [-0.144, 3.095, 0.986], [-0.548, 4.714, 2.503], [-2.037, 6.268, 3.664], [-4.418, 6.392, 3.062], [-5.308, 4.949, 1.282], [-3.882, 3.415, 0.135], [-3.385, 2.316, -0.965]], "forces_ev_per_a": [[-0.297, 0.732, -0.002], [0.160, -0.021, -0.214], [-0.152, 0.532, 0.087], [0.102, -0.088, 0.018], [0.264, -0.306, -0.153], [0.028, -0.113, -0.025], [-0.342, 0.397, -0.069], [0.197, -0.503, 0.114], [0.178, -0.481, 0.038], [-0.325, -0.014, -0.128], [-0.109, -0.109, -0.086], [0.061, -0.118, 0.003], [0.128, 0.018, 0.110], [0.133, 0.210, 0.240], [1.060, 0.211, 0.518], [-0.308, 0.266, 0.287], [-0.280, -0.264, -0.366], [0.148, -0.121, -0.105], [0.100, 0.338, 0.457], [-0.029, -0.159, -0.264], [-0.598, -0.195, -0.167], [-0.142, 0.062, -0.038], [0.202, -0.170, -0.155], [0.288, 0.210, 0.305], [0.059, 0.141, 0.176], [-0.233, -0.246, -0.316], [-0.139, -0.031, -0.079], [-0.695, -0.100, -0.350], [0.067, -0.211, -0.205], [0.102, -0.076, -0.010], [0.223, 0.008, 0.144], [0.343, 0.022, 0.091], [0.249, -0.004, 0.080], [0.091, 0.055, 0.095], [-0.062, 0.122, 0.098], [-0.088, -0.012, -0.035], [-0.139, -0.065, -0.113], [-0.244, 0.085, 0.020]], "mulliken_charge": [-0.46, 0.58, -0.25, -0.69, -0.50, -0.64, -0.38, 0.19, 0.23, 0.40, 0.41, 0.41, 0.40, 0.37, -0.30, -0.21, -0.29, -0.72, -0.71, 1.29, -0.52, 1.09, -0.60, -0.71, -0.30, -1.15, 0.08, -0.53, 0.49, 0.45, 0.44, 0.30, 0.42, 0.41, 0.42, 0.43, 0.44, 0.67], "energy_ev": -24178.9359, "homo_lumo_gap_ev": 4.4, "charge": 1, "homo_ev": -10.60}

---

| no. | E_LUMO (eV) |
| --- | --- |
| 1 | 3.3 |
| 2 | 0.6 |
| 3 | -6.2 |